1.
DFT (ωB97M-V/def2-TZVPD) results for a single C16H13ClN2O6S molecule.

Each line ends with the Mulliken charge.
Geometry (Å):
Cl1 2.910 -4.190 -0.156  -0.2185
S1 2.084 2.462 0.440  1.4010
O1 -3.827 1.434 -0.846  -0.6149
O2 -2.865 -1.154 -1.446  -0.6227
O3 1.938 3.803 -0.002  -0.6813
O4 2.879 2.180 1.593  -0.6281
O5 2.629 1.626 -0.831  -0.4292
O6 -2.316 1.786 -2.333  -0.6477
N1 -2.680 1.454 -1.235  1.1935
N2 -2.994 -0.599 0.765  0.2878
C1 -1.876 0.223 0.782  0.4715
C2 -4.687 -1.976 -0.036  -0.7360
C3 -0.461 1.847 -0.342  -0.9967
C4 0.280 0.812 1.697  -0.8323
C5 -4.640 -2.102 1.485  -0.6728
C6 3.657 -0.296 0.190  -0.3017
C7 -3.832 -0.875 1.916  -0.5509
C8 1.899 -1.930 -1.218  -0.7215
C9 3.719 -1.669 0.344  -0.6750
C10 2.717 0.259 -0.668  0.0588
C11 1.835 -0.557 -1.368  -0.0526
C12 -0.897 0.092 1.771  -0.4350
C13 0.493 1.669 0.634  0.0363
C14 -1.652 1.141 -0.258  0.3678
C15 -3.430 -1.218 -0.384  0.4609
C16 2.839 -2.479 -0.358  0.3786
H1 -1.049 -0.603 2.581  0.3817
H2 4.321 0.354 0.736  0.4585
H3 1.112 -0.114 -2.035  0.4991
H4 -4.734 -2.927 -0.561  0.3534
H5 -3.238 -1.058 2.812  0.3089
H6 1.220 -2.567 -1.761  0.4577
H7 -5.628 -2.117 1.938  0.3615
H8 4.447 -2.110 1.006  0.4278
H9 -5.527 -1.359 -0.364  0.2633
H10 -4.484 -0.012 2.095  0.3029
H11 -4.115 -3.015 1.767  0.3257
H12 -0.290 2.539 -1.153  0.4685
H13 1.053 0.712 2.442  0.5519

Calculated values
SMILES string = O=C1CCCN1c1ccc(S(=O)(=O)Oc2ccc(Cl)cc2)cc1[N+](=O)[O-]
highest occupied orbital energy = -9.42 eV
energy relative to the best compared isomer or geometry (same formula, charge and spin) = 0.0 kcal per mole
electronic energy = -2036.7655 hartree


2.
DFT (ωB97M-V/def2-TZVPD) results for 7 unconnected molecules or ions with the total composition C30H72Cl6N4.

Each line ends with the Mulliken charge.
Geometry (Å):
Cl1 0.906 5.156 -3.705  -0.1797
Cl2 4.207 1.094 0.965  -0.0680
Cl3 -2.345 -0.908 -3.856  -0.1873
Cl4 -3.120 -3.942 -2.998  -0.1885
Cl5 7.070 -0.406 1.338  -0.1866
Cl6 2.534 4.824 -1.026  -0.1826
N1 3.119 -0.633 -4.709  0.5745
N2 -0.177 -0.520 0.022  1.2418
N3 0.619 2.961 4.768  0.3268
N4 -5.714 -2.228 0.942  0.6356
C1 -4.059 -1.556 2.734  -1.3864
C2 0.464 -0.616 -1.193  -1.6281
C3 0.528 4.299 2.655  -0.7469
C4 -0.819 0.885 4.700  -1.3132
C5 -0.115 3.711 3.787  -0.6206
C6 2.931 3.768 -2.356  -0.5376
C7 -5.340 -2.345 2.495  -0.8424
C8 -0.488 0.940 0.390  0.4081
C9 -1.962 0.934 0.954  -1.6943
C10 1.892 -1.292 -4.510  -0.6267
C11 0.594 -1.228 1.044  0.5928
C12 1.914 3.497 5.091  -0.4608
C13 -3.317 -1.275 -2.332  -0.4925
C14 4.198 -1.679 -4.813  -0.1634
C15 6.047 0.077 2.754  -0.7391
C16 4.574 0.113 2.415  -0.2852
C17 1.642 3.626 -3.276  0.2845
C18 4.429 1.350 -5.687  -0.9228
C19 2.299 3.286 6.569  -1.1672
C20 3.179 0.397 -5.852  -0.8469
C21 4.537 -2.344 -3.522  -1.6260
C22 1.711 -0.109 -1.411  -1.2066
C23 -7.174 -0.447 0.812  -1.5647
C24 0.782 -2.689 0.671  -2.0689
C25 -5.981 -0.909 0.469  0.1450
C26 -6.650 -3.312 0.554  -0.8366
C27 -2.975 -2.677 -1.772  1.2944
C28 0.561 1.562 4.514  -0.0597
C29 -5.968 -4.685 0.470  -1.3056
C30 1.332 -1.884 -5.625  -1.5819
H1 -4.309 -1.364 -2.611  0.6484
H2 0.954 1.214 3.493  0.0271
H3 3.361 3.680 6.862  0.3177
H4 2.133 4.502 4.753  0.5290
H5 2.578 -0.927 -1.249  -0.0168
H6 1.508 -1.505 -6.623  0.2907
H7 3.363 -0.061 -6.850  0.3147
H8 -3.702 -2.795 -1.017  -0.7384
H9 5.386 -3.038 -3.408  0.3757
H10 -1.462 1.449 4.058  0.2093
H11 -6.996 0.313 1.626  0.2965
H12 -0.663 -0.246 4.616  0.3144
H13 2.663 2.896 4.346  0.0945
H14 0.284 -1.638 -1.408  0.9171
H15 -5.045 -4.545 -0.159  0.1022
H16 4.167 1.897 -4.675  0.0660
H17 -1.918 -2.556 -1.372  -0.2616
H18 -0.343 -0.098 -1.853  0.0900
H19 -1.313 3.528 3.673  0.2675
H20 -3.211 -0.487 -1.697  -0.1836
H21 0.257 1.177 1.214  -0.2380
H22 -6.260 -0.997 -0.639  0.1213
H23 -6.650 -5.360 0.162  0.5339
H24 5.431 0.835 -5.663  0.3982
H25 1.087 0.883 5.250  0.3686
H26 5.050 -0.983 -4.895  0.1076
H27 -0.007 -0.882 1.969  -0.0517
H28 -0.079 -3.129 0.359  0.3687
H29 3.581 4.144 -2.951  0.6292
H30 1.599 -2.963 -5.734  0.3473
H31 1.601 4.524 2.693  0.3238
H32 2.280 0.966 -6.037  0.5872
H33 -7.433 -3.380 1.128  0.5532
H34 1.541 3.832 7.210  0.2834
H35 -5.029 -0.304 0.233  -0.1275
H36 3.859 -2.893 -2.882  0.4485
H37 -2.589 0.588 0.217  -0.1200
H38 -4.978 -3.440 2.680  0.2440
H39 4.071 0.518 3.403  0.1298
H40 -7.971 -0.991 1.114  0.3438
H41 0.911 -3.406 1.516  0.4158
H42 1.628 -0.839 1.120  -0.1041
H43 -4.064 -0.550 2.935  0.5886
H44 -1.793 0.374 1.700  0.5503
H45 0.798 3.198 -2.652  -0.0532
H46 4.466 -1.635 -2.732  0.4045
H47 2.380 2.185 6.530  0.2789
H48 1.970 2.956 -3.973  -0.0284
H49 -3.768 -1.614 3.721  0.6509
H50 1.774 -1.741 -3.504  0.2972
H51 -6.900 -2.995 -0.436  0.4872
H52 6.146 0.950 3.199  0.4240
H53 3.282 2.832 -2.003  0.0891
H54 -1.023 1.128 5.842  0.4102
H55 4.202 -0.925 2.353  0.3303
H56 -5.783 -5.137 1.405  0.4051
H57 -0.381 1.674 -0.477  0.0738
H58 4.020 -2.458 -5.451  0.4190
H59 0.269 -1.727 -5.660  0.3142
H60 -3.294 -1.812 1.911  0.0873
H61 2.441 0.817 -1.017  -0.9135
H62 -6.025 -2.071 3.105  0.5523
H63 4.283 2.130 -6.583  0.3024
H64 -2.090 1.779 1.468  0.7873
H65 1.898 0.336 -2.211  1.8236
H66 6.289 -0.646 3.568  0.3939
H67 1.362 -0.497 -4.466  0.5467
H68 1.605 -2.879 0.288  0.6922
H69 -0.036 5.215 2.505  0.3708
H70 -7.416 0.131 -0.045  0.4007
H71 0.723 3.474 1.825  -0.1168
H72 -0.480 4.554 4.362  0.4213

Calculated values
SMILES string = CCN(CC)CC.CCN(CC)CC.CCN(CC)CC.CCN(CC)CC.ClCCCl.ClCCCl.ClCCCl
highest occupied orbital energy = -8.37 eV
energy relative to the best compared isomer or geometry (same formula, charge and spin) = 63.6 kcal per mole
electronic energy = -4165.6865 hartree


3.
DFT (ωB97M-V/def2-TZVPD) results for a molecular structure, C22H21BrCsN5O12.

Each line ends with the Mulliken charge.
Geometry (Å):
Cs1 -0.038 -0.332 1.473  1.2996
Br1 -1.366 -1.665 -3.425  -0.2133
O1 -0.557 6.564 5.470  -0.6904
O2 -5.093 1.925 -3.039  -0.5705
O3 -0.907 -2.940 0.760  -0.7016
O4 2.228 -0.042 -0.767  -0.0491
O5 1.493 -2.783 1.694  -0.4815
O6 2.423 4.346 -0.365  -0.5734
O7 0.596 1.005 -3.069  -0.1606
O8 1.142 7.566 4.608  -0.6938
O9 -2.409 2.517 1.974  -0.7879
O10 0.762 2.582 0.899  -0.4591
O11 -1.094 1.385 3.396  -0.8025
O12 3.502 5.593 1.010  -0.6757
N1 0.330 6.640 4.623  1.0153
N2 -1.865 0.003 -1.292  -0.0611
N3 -0.414 -3.776 1.627  0.7266
N4 2.540 4.877 0.727  0.9018
N5 0.793 -3.734 2.109  -0.5161
C1 -2.515 -4.943 1.588  -0.4074
C2 -0.769 -5.780 3.028  -0.3420
C3 -1.609 -6.801 3.436  -0.3904
C4 1.999 0.942 -3.022  -0.6507
C5 2.636 0.983 -1.639  -0.2727
C6 -1.225 -4.844 2.096  0.0501
C7 -4.035 1.308 -2.435  0.9667
C8 0.427 5.608 3.640  -0.4851
C9 -3.607 1.643 -1.160  -0.9071
C10 -0.496 4.530 3.638  -0.2010
C11 2.527 -1.352 -1.192  -0.5668
C12 -2.521 0.966 -0.636  0.0462
C13 -3.344 -5.973 2.010  -0.3383
C14 -2.303 -0.290 -2.491  -0.1172
C15 1.502 4.701 1.716  -0.4915
C16 0.057 2.201 -2.528  -0.5769
C17 -1.401 2.381 2.704  -0.3479
C18 -0.412 3.545 2.712  0.8436
C19 -3.372 0.312 -3.135  -0.3767
C20 0.632 3.535 1.685  0.4072
C21 -2.901 -6.909 2.932  -0.4733
C22 1.417 5.683 2.686  -0.2610
H1 2.262 0.012 -3.532  0.3471
H2 -3.552 -7.711 3.259  0.3464
H3 0.523 3.081 -2.992  0.3388
H4 0.233 -5.693 3.418  0.4181
H5 2.443 1.774 -3.595  0.3955
H6 1.928 -1.648 -2.060  0.1727
H7 -1.008 2.195 -2.763  0.1368
H8 0.185 2.269 -1.447  0.2696
H9 -4.349 -6.041 1.610  0.3258
H10 2.290 -2.016 -0.363  0.1336
H11 -1.248 -7.523 4.160  0.3306
H12 -3.674 0.026 -4.131  0.4660
H13 -2.195 1.249 0.359  -0.1221
H14 -5.427 2.598 -2.436  0.2975
H15 2.115 6.505 2.680  0.5767
H16 3.594 -1.447 -1.446  0.3159
H17 2.403 1.916 -1.125  -0.0678
H18 -2.827 -4.197 0.872  0.4702
H19 3.728 0.937 -1.794  0.3406
H20 -1.268 4.505 4.394  0.5249
H21 -4.077 2.417 -0.564  0.3689

Calculated values
highest occupied orbital energy = -2.56 eV
energy relative to the best compared isomer or geometry (same formula, charge and spin) = 5.5 kcal per mole
electronic energy = -4621.6012 hartree
net charge = -2


4.
DFT (ωB97M-V/def2-TZVPD) results for a molecular structure, C8H14CdO2.

Each line ends with the Mulliken charge.
Geometry (Å):
Cd1 4.644 -1.664 0.951  0.9222
O1 -0.733 -1.765 1.425  -0.5520
O2 -1.813 -1.507 -0.567  -0.3155
C1 1.678 -0.777 1.024  -0.4643
C2 1.444 0.267 -1.248  -1.6071
C3 0.110 1.138 0.828  -1.5178
C4 -2.736 -0.479 -0.978  -0.5613
C5 1.413 0.472 0.249  0.6327
C6 -1.187 0.469 0.473  0.3317
C7 -1.929 0.811 -0.826  -0.4122
C8 -1.216 -1.055 0.546  0.3669
H1 0.953 -0.644 -1.565  0.3794
H2 0.103 2.143 0.420  0.3454
H3 2.214 1.168 0.484  0.5835
H4 -2.588 1.655 -0.718  0.3744
H5 0.207 1.249 1.898  0.5180
H6 2.484 0.198 -1.566  0.4464
H7 2.823 -1.056 0.741  -0.4422
H8 1.133 -1.649 0.693  0.6205
H9 1.049 1.122 -1.773  0.3777
H10 1.647 -0.653 2.097  0.5990
H11 -3.546 -0.493 -0.261  0.3384
H12 -3.094 -0.622 -1.980  0.3887
H13 -1.211 0.876 -1.629  0.1996
H14 -1.851 0.795 1.282  0.4483

Calculated values
highest occupied orbital energy = -16.94 eV
electronic energy = -630.6236 hartree
net charge = +2